# 1
Density functional theory data (ωB97M-V with the def2-TZVPD basis set) for a molecular structure, C3H4CdO3 in a non-equilibrium geometry.

Output
**Energy relative to the best compared isomer or geometry (same formula, charge and spin)**: 4.777 eV
**Gap between HOMO and LUMO (alpha / beta)**: 6.699 / 6.698 eV
**Electronic energy**: -509.945812 hartree

ORCA input file:
```
! RIJCOSX wB97M-V def2-TZVPD def2/J DEFGRID3
* xyz 0 1
O 1.09 1.15 -0.88
C 1.02 1.46 0.45
C -0.17 0.83 1.12
O -1.13 0.48 0.41
Cd -0.27 -0.05 -1.45
H 0.92 2.56 0.65
H 1.90 1.15 1.06
H -0.32 0.99 2.20
C -0.22 -2.18 -1.09
O -1.42 -2.73 -1.11
H -1.39 -3.66 -1.37
*
```

# 2
Density functional theory data (ωB97M-V with the def2-TZVPD basis set) for a molecular structure, C6H9NO in a non-equilibrium geometry.

Output
**Energy relative to the best compared isomer or geometry (same formula, charge and spin)**: 5.176 eV
**Gap between HOMO and LUMO**: 9.544 eV
**Electronic energy**: -363.834028 hartree

ORCA input file:
```
! RIJCOSX wB97M-V def2-TZVPD def2/J DEFGRID3
* xyz 0 1
C 1.42 -0.24 -0.92
C -0.08 1.25 0.12
C -1.23 -0.29 0.69
C -0.62 -1.54 0.05
C 0.79 -1.01 0.30
C 0.15 -0.04 1.07
H 2.51 -0.41 -1.03
H 1.03 -0.50 -2.06
H 1.33 1.81 -1.48
H -0.28 2.24 0.49
H -2.27 -0.33 1.19
H -0.43 -2.53 0.55
H -0.90 -1.84 -1.12
H 1.51 -1.93 0.67
H 0.26 0.14 2.09
N 0.83 1.13 -0.87
O -1.39 0.84 -0.14
*
```

# 3
Density functional theory data (ωB97M-V with the def2-TZVPD basis set) for a single C17H18N2O2 molecule in a non-equilibrium geometry.

Output
**Energy relative to the best compared isomer or geometry (same formula, charge and spin)**: 4.949 eV
**Gap between HOMO and LUMO**: 7.121 eV
**Electronic energy**: -918.474467 hartree

ORCA input file:
```
! RIJCOSX wB97M-V def2-TZVPD def2/J DEFGRID3
* xyz 0 1
O -1.91 2.74 -3.36
O -0.23 -0.70 -4.43
C -1.09 2.89 -2.50
C -0.10 0.19 -3.54
C -1.52 2.70 -0.16
C 0.46 -1.48 -1.98
C -1.48 2.15 1.19
C 0.75 -1.91 -0.63
C -0.97 1.96 -1.31
C -0.10 -0.24 -2.18
C -0.91 0.87 1.34
C 0.38 -1.11 0.50
C -0.55 0.63 -1.13
C -0.33 0.10 0.22
N -0.71 0.29 2.57
N 0.59 -1.53 1.80
C -0.79 1.10 3.80
C 1.97 -1.89 2.19
C -1.92 -1.94 2.20
C -0.37 -1.81 4.07
C -0.57 -1.21 2.70
H -0.19 3.44 -2.73
H 0.00 1.23 -3.83
H -1.80 3.73 -0.18
H 0.67 -2.03 -2.84
H -1.91 2.70 2.00
H 1.20 -2.85 -0.40
H 0.11 0.95 4.33
H -0.97 2.13 3.47
H -1.64 0.83 4.41
H 2.69 -1.84 1.38
H 2.25 -1.27 3.04
H 1.85 -2.92 2.65
H -1.73 -3.03 1.89
H -2.21 -1.36 1.28
H -2.71 -1.86 2.95
H 0.59 -1.46 4.44
H -1.11 -1.54 4.86
H -0.33 -2.97 3.95
*
```

# 4
Density functional theory data (ωB97M-V with the def2-TZVPD basis set) for a molecular structure, C22H34ClF9NO7P2Rh in a non-equilibrium geometry.

Output
**Gap between HOMO and LUMO (alpha / beta)**: 9.847 / 5.711 eV
**Electronic energy**: -3592.024421 hartree
**Expectation value of S²**: 6.01

ORCA input file:
```
! RIJCOSX wB97M-V def2-TZVPD def2/J DEFGRID3
* xyz 2 5
Rh 0.17 -1.13 1.46
C 4.52 0.64 -0.63
C 3.87 0.98 -1.95
C 4.77 0.74 -3.14
O 2.67 0.15 -2.19
P 1.42 -0.01 -1.28
O 1.66 -0.74 0.02
C 0.77 1.65 -0.92
P -0.95 1.55 -0.33
O -1.20 0.28 0.45
O -1.87 1.54 -1.58
C -2.27 2.77 -2.31
C -1.83 2.60 -3.76
C -3.76 2.93 -2.16
O -1.17 2.92 0.39
C -1.58 3.25 1.77
C -0.53 2.83 2.77
C -2.96 2.72 2.07
O 0.40 -0.84 -2.11
C 0.22 -0.76 -3.58
C 1.15 -1.74 -4.25
C -1.24 -1.06 -3.86
H 5.37 1.30 -0.46
H 4.87 -0.40 -0.64
H 3.82 0.75 0.20
H 3.54 2.02 -1.95
H 5.11 -0.30 -3.16
H 5.64 1.39 -3.07
H 4.25 0.95 -4.07
H 0.81 2.28 -1.82
H 1.39 2.10 -0.15
H -1.75 3.61 -1.86
H -2.37 1.78 -4.22
H -0.76 2.42 -3.84
H -2.07 3.52 -4.30
H -4.29 2.06 -2.56
H -4.09 3.82 -2.71
H -4.04 3.06 -1.11
H -1.61 4.34 1.74
H -0.48 1.75 2.84
H -0.79 3.22 3.75
H 0.46 3.22 2.50
H -2.98 1.63 1.98
H -3.70 3.13 1.38
H -3.25 2.99 3.08
H 0.46 0.26 -3.89
H 0.93 -2.76 -3.91
H 2.19 -1.51 -4.02
H 1.01 -1.70 -5.33
H -1.46 -2.09 -3.61
H -1.44 -0.91 -4.92
H -1.89 -0.41 -3.27
Cl -4.83 -3.69 0.66
C -3.13 -3.88 0.68
C -2.54 -5.13 0.52
C -1.15 -5.23 0.52
C -0.40 -4.09 0.70
N -0.99 -2.90 0.86
C -2.32 -2.77 0.85
H -3.15 -6.01 0.39
H -0.66 -6.18 0.40
H 0.69 -4.11 0.71
H -2.74 -1.78 0.98
F 1.84 1.02 4.04
C 2.13 -0.28 4.10
F 2.57 -0.63 2.85
F 3.11 -0.47 4.95
C 0.85 -1.12 4.39
O -0.10 -0.85 3.44
C 1.20 -2.65 4.33
F 1.32 -2.98 3.00
F 0.23 -3.39 4.84
F 2.35 -2.95 4.91
C 0.26 -0.76 5.80
F 1.07 -1.22 6.75
F -0.94 -1.31 5.93
F 0.15 0.56 5.92
*
```

# 5
Density functional theory data (ωB97M-V with the def2-TZVPD basis set) for a molecular structure, C36H45F6MoN2O6S2Se.

Output
**Energy relative to the best compared isomer or geometry (same formula, charge and spin)**: 0.000 eV
**Gap between HOMO and LUMO**: 6.829 eV
**Electronic energy**: -5824.748893 hartree

ORCA input file:
```
! RIJCOSX wB97M-V def2-TZVPD def2/J DEFGRID3
* xyz 1 1
Mo 0.68 -1.33 -1.29
C -4.81 2.70 1.84
C -4.74 1.27 2.38
C -4.36 1.33 3.87
C -6.12 0.62 2.23
C -3.70 0.43 1.63
C -2.93 0.94 0.60
C -1.99 0.12 0.02
Se -0.93 0.68 -1.47
C 0.34 1.91 -0.73
C 0.06 3.25 -0.58
C 1.04 4.09 -0.07
C 2.28 3.53 0.24
C 2.60 2.18 0.08
C 1.58 1.37 -0.42
O 1.74 0.01 -0.57
C 3.97 1.61 0.45
C 4.62 0.96 -0.78
C 3.82 0.58 1.59
C 4.91 2.71 0.95
C 0.74 5.57 0.13
C -0.44 5.72 1.10
C 1.93 6.34 0.70
C 0.36 6.19 -1.23
C -1.80 -1.21 0.38
O -0.81 -1.91 -0.27
C -2.58 -1.76 1.39
C -3.50 -0.90 1.98
C -2.49 -3.20 1.94
C -2.11 -3.12 3.43
C -3.86 -3.87 1.79
C -1.46 -4.10 1.26
H -5.57 3.26 2.41
H -3.86 3.22 1.96
H -5.11 2.72 0.79
H -5.09 1.92 4.42
H -4.33 0.33 4.32
H -3.37 1.78 4.00
H -6.87 1.21 2.76
H -6.42 0.56 1.18
H -6.14 -0.39 2.65
H -3.04 1.96 0.26
H -0.91 3.64 -0.86
H 3.05 4.17 0.63
H 4.04 0.11 -1.15
H 4.74 1.69 -1.58
H 5.61 0.59 -0.51
H 3.23 -0.29 1.28
H 4.80 0.22 1.89
H 3.34 1.03 2.46
H 5.08 3.47 0.19
H 4.53 3.19 1.86
H 5.87 2.26 1.19
H -0.20 5.28 2.07
H -0.67 6.77 1.26
H -1.34 5.23 0.72
H 2.23 5.96 1.68
H 2.79 6.30 0.03
H 1.66 7.39 0.82
H -0.53 5.72 -1.65
H 0.14 7.26 -1.10
H 1.18 6.09 -1.94
H -4.11 -1.30 2.79
H -2.85 -2.56 4.02
H -2.05 -4.13 3.85
H -1.14 -2.64 3.57
H -4.64 -3.33 2.33
H -4.15 -3.93 0.74
H -3.82 -4.88 2.20
H -0.44 -3.73 1.40
H -1.51 -5.09 1.71
H -1.65 -4.21 0.19
F 3.56 -2.87 -2.66
C 3.14 -4.07 -2.26
F 4.16 -4.77 -1.81
F 2.56 -4.69 -3.27
S 1.89 -3.82 -0.89
O 0.63 -3.55 -1.62
O 2.23 -2.49 -0.30
N 1.95 -4.90 0.13
S 1.58 -6.48 -0.09
O 1.79 -6.84 -1.46
O 0.38 -6.80 0.59
C 2.97 -7.20 0.89
F 2.88 -8.51 0.84
F 4.13 -6.80 0.38
F 2.88 -6.79 2.15
N 0.69 -1.18 -2.98
C 0.70 -0.96 -4.34
C 1.50 0.07 -4.85
C 1.52 0.28 -6.22
C 0.75 -0.53 -7.06
C -0.03 -1.55 -6.54
C -0.07 -1.77 -5.18
H 2.10 0.66 -4.18
H 2.13 1.07 -6.63
H 0.78 -0.36 -8.13
H -0.62 -2.17 -7.20
H -0.68 -2.55 -4.74
*
```

# 6
Density functional theory data (ωB97M-V with the def2-TZVPD basis set) for a single C5H6O2 molecule in a non-equilibrium geometry.

Output
**Energy relative to the best compared isomer or geometry (same formula, charge and spin)**: 3.917 eV
**Gap between HOMO and LUMO**: 9.740 eV
**Electronic energy**: -344.457953 hartree

ORCA input file:
```
! RIJCOSX wB97M-V def2-TZVPD def2/J DEFGRID3
* xyz 0 1
O -1.43 0.40 -1.77
C -0.33 0.49 -1.29
C 0.15 -0.23 -0.06
C -0.82 -1.02 0.66
C -0.47 0.80 0.80
C 1.62 -0.42 -0.08
O 2.39 0.51 -0.01
H 0.46 1.19 -1.64
H -0.78 -1.39 1.68
H -1.53 -1.57 0.02
H 0.23 1.44 1.37
H -1.42 1.26 0.58
H 1.94 -1.46 -0.26
*
```

# 7
Density functional theory data (ωB97M-V with the def2-TZVPD basis set) for a single C11H14Cl2N2S molecule.

Output
**Gap between HOMO and LUMO**: 8.626 eV
**Electronic energy**: -1855.659077 hartree

ORCA input file:
```
! RIJCOSX wB97M-V def2-TZVPD def2/J DEFGRID3
* xyz 0 1
C -2.43 -2.11 -0.12
H -1.60 -2.40 -0.76
H -2.69 -2.95 0.52
H -3.28 -1.88 -0.76
C -2.08 -0.89 0.74
N -1.73 0.27 -0.05
C -0.46 0.59 -0.39
S -0.09 2.02 -1.12
N 0.49 -0.37 -0.12
C 1.87 -0.28 -0.16
C 2.56 0.91 0.06
C 3.94 0.92 0.04
C 4.66 -0.25 -0.19
C 3.98 -1.44 -0.38
C 2.60 -1.45 -0.37
H 2.08 -2.39 -0.52
H 4.53 -2.35 -0.55
Cl 6.39 -0.23 -0.21
Cl 4.77 2.41 0.31
H 2.03 1.83 0.23
H 0.15 -1.33 -0.08
C -2.81 1.17 -0.41
C -3.05 2.23 0.66
H -2.17 2.85 0.77
H -3.28 1.77 1.62
H -3.89 2.86 0.37
H -3.71 0.56 -0.56
H -2.55 1.65 -1.35
H -2.95 -0.62 1.35
H -1.27 -1.13 1.43
*
```

# 8
Density functional theory data (ωB97M-V with the def2-TZVPD basis set) for 2 unconnected molecules or ions with the total composition Cl3H3Si3 in a non-equilibrium geometry.

Output
**Energy relative to the best compared isomer or geometry (same formula, charge and spin)**: 4.433 eV
**Gap between HOMO and LUMO (alpha / beta)**: 5.204 / 4.688 eV
**Electronic energy**: -2250.753630 hartree

ORCA input file:
```
! RIJCOSX wB97M-V def2-TZVPD def2/J DEFGRID3
* xyz 0 1
Si 0.86 -0.79 -1.83
Si -0.93 0.03 -0.72
Si -0.08 -0.10 1.44
Cl 1.80 0.92 -2.25
Cl 1.44 1.13 1.64
Cl -1.39 0.54 2.86
H 1.06 -1.58 -3.00
H -2.99 1.25 0.13
H 0.25 -1.40 1.73
*
```